{
  "formula": "CH4B2BrCl2OSr",
  "method": "ωB97M-V/def2-TZVPD",
  "species": ["C", "B", "O", "B", "Cl", "Cl", "Br", "H", "H", "H", "H", "Sr"],
  "xyz": [[-1.315, -0.040, 1.205], [0.086, -0.340, 0.602], [0.775, -1.374, 1.121], [0.769, 0.653, -0.630], [2.263, -0.138, -1.558], [-0.621, 1.081, -1.992], [1.332, 2.349, 0.193], [-2.117, -0.222, 0.487], [-1.379, 1.013, 1.489], [-1.490, -0.631, 2.102], [1.543, -1.638, 0.608], [0.153, -0.712, -3.627]],
  "largest_force_ev_per_a": 1.0,
  "charge": 1,
  "energy_ev": -100423.2883,
  "homo_ev": -12.113
}

=====

{
  "formula": "C2H8P4",
  "method": "ωB97M-V/def2-TZVPD",
  "species": ["C", "C", "P", "P", "P", "P", "H", "H", "H", "H", "H", "H", "H", "H"],
  "xyz": [[-2.457, -0.084, -0.163], [-1.157, 0.580, -0.012], [3.543, -0.807, -0.230], [2.682, 1.180, -0.115], [1.749, -0.428, 1.075], [0.191, -0.797, -0.240], [-2.802, -0.233, 0.864], [-3.191, 0.493, -0.697], [-2.476, -1.144, -0.479], [-1.184, 1.019, 0.968], [-0.873, 1.387, -0.827], [2.918, -1.005, -1.406], [3.576, 1.589, 0.909], [-0.519, -1.752, 0.354]],
  "largest_force_ev_per_a": 4.0,
  "charge": 0,
  "energy_ev": -39353.4467,
  "homo_ev": [-4.397, -8.896],
  "relative_energy_ev": 0.000,
  "spin_multiplicity": 3
}

=====

{
  "formula": "C3HNO6",
  "method": "ωB97M-V/def2-TZVPD",
  "species": ["C", "C", "C", "N", "O", "O", "O", "O", "O", "O", "H"],
  "xyz": [[-2.407, -0.182, -0.296], [-1.111, -0.281, 0.091], [0.200, 0.285, -0.341], [2.734, 0.368, 0.310], [3.334, -0.246, 1.081], [0.221, 0.996, -1.315], [3.018, 1.287, -0.412], [-2.814, -1.213, 0.465], [-1.489, -1.361, 0.985], [1.277, -0.081, 0.387], [-2.963, 0.429, -0.956]],
  "largest_force_ev_per_a": 3.4,
  "charge": 0,
  "smiles": "O=C(O[N+](=O)[O-])c1coo1",
  "energy_ev": -16892.9388,
  "homo_ev": -10.072,
  "relative_energy_ev": 0.450
}